(1)
Entry from the OMol25 dataset: a 2-piece molecular cluster, CH7N3O overall (ωB97M-V/def2-TZVPD).

Each line ends with the natural charge from an NBO analysis.
Atoms and positions in Å:
1 C 0.611 -0.054 -0.659  -0.17
2 N -0.806 0.230 -0.559  0.06
3 N -1.109 1.053 0.401  -0.53
4 N 1.396 0.347 0.489  -0.87
5 O -1.075 -1.593 0.029  -0.95
6 H -1.761 -2.170 -0.329  0.45
7 H -2.099 1.223 0.516  0.38
8 H -0.527 1.002 1.245  0.39
9 H 1.992 -0.401 0.815  0.38
10 H 1.940 1.184 0.328  0.37
11 H 0.936 0.360 -1.619  0.19
12 H 0.503 -1.182 -0.657  0.30

Atomic forces in eV per Å
C 0.53 -1.52 0.32
N -1.22 -0.36 0.06
N 0.05 -0.74 0.16
N -0.03 0.19 -0.20
O 0.03 0.57 0.60
H -0.33 0.57 -0.28
H 0.17 -0.04 -0.08
H -0.05 0.06 -0.24
H -0.08 0.13 0.00
H 0.04 -0.12 0.04
H 0.02 0.00 0.13
H 0.90 1.26 -0.50

Output
HOMO-LUMO gap (alpha / beta), eV: 9.59 / 9.60
Multiplicity: 1
HOMO level (alpha / beta), eV: -8.74 / -8.74
LUMO energy (alpha / beta), eV: 0.9 / 0.9
DFT total energy, eV: -7664.6851
Molar mass, g/mol: 77.09

(2)
Entry from the OMol25 dataset: a 2-piece molecular cluster, C7H6F6Se overall (ωB97M-V/def2-TZVPD).

Each line ends with the natural charge from an NBO analysis.
Atoms and positions in Å:
1 C -1.032 1.457 -0.107  -0.28
2 C -0.116 0.521 0.186  0.07
3 C 0.166 0.312 1.638  -0.59
4 C -1.556 2.196 1.001  -0.31
5 C 0.603 -0.319 -0.805  -0.64
6 C -0.255 4.251 0.851  0.92
7 C -2.867 2.893 0.927  0.92
8 F 0.308 4.197 2.075  -0.35
9 F 0.703 4.067 -0.069  -0.34
10 F -0.838 5.431 0.681  -0.32
11 F -3.881 2.022 0.721  -0.33
12 F -3.149 3.522 2.078  -0.32
13 F -2.954 3.785 -0.063  -0.31
14 Se -0.988 1.557 2.648  0.47
15 H -1.342 1.697 -1.111  0.24
16 H -0.072 -0.708 1.950  0.24
17 H 1.212 0.505 1.883  0.24
18 H 0.340 -1.369 -0.680  0.23
19 H 1.679 -0.233 -0.664  0.23
20 H 0.355 -0.015 -1.820  0.23

Atomic forces in eV per Å
C 0.36 -0.46 -0.06
C -0.44 0.26 0.07
C -0.11 0.04 0.37
C 1.22 2.67 -0.24
C -0.01 0.02 -0.12
C -0.88 -2.22 0.67
C -0.72 0.04 0.06
F 0.01 0.47 -0.61
F -0.27 0.21 0.20
F 0.20 -0.14 -0.03
F 0.04 -0.25 -0.02
F 0.12 0.17 0.11
F 0.12 0.00 -0.17
Se 0.19 -0.76 0.06
H -0.01 0.03 -0.18
H 0.04 0.03 -0.04
H -0.01 0.04 -0.01
H 0.01 -0.10 0.00
H 0.11 -0.02 -0.03
H 0.03 -0.03 -0.05

Output
HOMO-LUMO gap (alpha / beta), eV: 7.54 / 7.89
Multiplicity: 1
HOMO level (alpha / beta), eV: -7.99 / -8.50
LUMO energy (alpha / beta), eV: -0.5 / -0.6
DFT total energy, eV: -89005.4001
Molar mass, g/mol: 283.07

(3)
Entry from the OMol25 dataset: a 3-piece molecular cluster, C2H10N2O2 overall (ωB97M-V/def2-TZVPD).

Each line ends with the natural charge from an NBO analysis.
Atoms and positions in Å:
1 C -0.346 1.324 -0.433  -0.42
2 N -0.065 0.116 0.294  -0.62
3 C 0.915 0.210 1.232  0.29
4 N 1.352 -0.836 1.843  -0.77
5 H 0.089 2.213 -0.047  0.21
6 H -0.243 1.178 -1.541  0.21
7 H -1.458 1.426 -0.303  0.19
8 H -0.172 -0.808 -0.147  0.41
9 H 1.212 1.316 1.559  0.14
10 H 2.222 -0.752 2.479  0.36
11 H -2.815 -2.611 3.156  0.47
12 H -1.899 -1.762 2.248  0.48
13 O -2.786 -2.179 2.208  -0.94
14 H 1.647 0.493 -4.781  0.47
15 H 1.151 1.841 -5.160  0.46
16 O 1.267 1.342 -4.360  -0.93

Atomic forces in eV per Å
C -3.65 -1.33 -1.92
N 1.41 0.07 0.38
C 1.24 0.31 2.35
N 1.61 0.21 0.32
H 0.78 0.39 0.24
H 0.51 0.44 0.98
H 0.73 0.61 -0.32
H 0.08 0.90 0.36
H -0.53 -2.15 -1.04
H -2.25 0.53 -1.34
H -0.12 1.20 -2.89
H -0.61 -0.21 -0.29
O 0.81 -0.96 3.14
H -0.84 1.77 1.40
H -0.29 0.86 -0.48
O 1.12 -2.63 -0.89

Output
HOMO-LUMO gap, eV: 9.36
Multiplicity: 1
HOMO level, eV: -8.65
LUMO energy, eV: 0.7
DFT total energy, eV: -9310.0936
Molar mass, g/mol: 94.11